[1]
Here is C38H42F4GeN4O3W as an isolated structure from the OMol25 dataset. Energies are from ωB97M-V with the def2-TZVPD basis set.

XYZ file:
```
93
Properties=species:S:1:pos:R:3:forces:R:3:mulliken_charge:R:1
W 0.314025 -0.408613 0.375341 -0.439 -0.181 -0.621 1.47
C 3.195553 0.952344 -1.484546 0.006 0.019 -0.016 -1.32
C 3.062852 -0.491396 -1.041505 -0.025 -0.028 -0.042 -0.41
N 2.431726 -0.697036 0.309080 0.265 -0.027 0.094 -0.28
C 3.104644 0.147235 1.360895 0.030 0.068 -0.052 -0.60
C 2.512351 1.554802 1.493359 -0.144 0.140 -0.136 -0.81
C 2.573490 -2.156355 0.678733 -0.013 0.041 -0.021 -1.15
C 1.589689 -2.999972 -0.114889 0.127 0.056 0.097 -0.76
N 0.316965 -2.255678 -0.146120 0.269 -0.369 -0.425 0.23
C -0.856354 -2.886530 -0.584980 -0.266 0.015 -0.099 -0.27
C -2.059919 -2.226999 -0.336111 0.132 -0.082 -0.033 0.68
F -1.960195 -1.011317 0.318455 -0.049 -0.096 -0.090 -0.38
C -3.294248 -2.718283 -0.691559 0.034 -0.001 0.009 -0.01
F -4.382551 -2.020328 -0.403080 -0.005 0.020 0.011 -0.28
C -3.372186 -3.929499 -1.354567 0.020 0.023 0.012 -0.43
C -2.196660 -4.594962 -1.636496 -0.010 -0.024 -0.005 0.13
F -2.234612 -5.746485 -2.286918 0.033 -0.006 0.003 -0.28
C -0.950877 -4.095428 -1.270621 -0.076 0.055 0.084 0.33
F 0.140027 -4.789452 -1.597110 0.021 -0.003 -0.006 -0.29
H 3.583392 0.960948 -2.503215 0.004 -0.020 -0.004 0.42
H 3.908206 1.502975 -0.874588 -0.003 0.011 0.011 0.36
H 2.248277 1.490882 -1.482020 0.002 -0.003 0.009 0.32
H 4.054000 -0.951242 -1.002300 -0.017 0.001 0.027 0.41
H 2.468202 -1.063672 -1.755578 0.004 0.023 -0.006 0.30
H 4.168984 0.189530 1.124041 0.005 -0.076 0.048 0.62
H 2.986087 -0.390901 2.297829 0.048 0.036 0.006 0.54
H 1.614779 1.714337 0.873595 0.102 -0.027 0.045 0.31
H 3.195747 2.339019 1.175579 0.098 -0.059 0.050 0.50
H 2.207782 1.760802 2.518070 0.037 -0.018 0.000 -0.05
H 2.349566 -2.235382 1.739997 -0.003 -0.023 -0.015 0.47
H 3.604051 -2.471465 0.509383 -0.016 -0.024 0.021 0.53
H 1.484627 -3.976729 0.357894 -0.038 0.040 0.037 0.63
H 1.926843 -3.167255 -1.139121 0.021 -0.024 0.028 0.51
H -4.325514 -4.345998 -1.647840 -0.017 0.005 -0.001 0.56
N -0.080425 0.366557 -1.548451 -0.015 -0.083 0.354 -0.53
C -0.342762 0.488708 -2.681644 0.165 0.066 0.010 0.70
N -0.606680 0.637488 -3.923121 -0.149 -0.087 0.125 -0.06
C 0.373608 1.182855 -4.893027 0.063 0.046 -0.028 -0.49
C 0.598115 0.136477 -5.974767 0.000 0.011 0.014 -0.49
O -0.631547 -0.242810 -6.548973 0.015 -0.017 -0.032 -0.35
C -1.481885 -0.871395 -5.618284 -0.018 0.011 0.054 -0.50
C -1.862857 0.101892 -4.512271 -0.034 0.019 -0.035 -0.56
H 1.289338 1.437449 -4.361902 0.017 -0.008 -0.031 0.38
H -0.061422 2.088280 -5.317115 0.007 -0.003 0.003 0.26
H 1.110732 -0.739527 -5.554525 -0.004 0.003 0.002 0.30
H 1.211932 0.549948 -6.772616 0.002 0.021 0.018 0.37
H -0.994386 -1.756712 -5.187320 0.009 0.002 -0.014 0.32
H -2.370616 -1.192129 -6.158206 -0.015 0.022 0.018 0.37
H -2.443885 -0.372319 -3.722946 -0.020 -0.016 -0.025 0.44
H -2.419507 0.948810 -4.914247 -0.001 -0.010 0.000 0.28
O 0.422889 -0.970512 2.405591 0.078 -0.071 0.164 -0.64
C -0.315293 0.012605 2.752167 0.041 0.140 0.119 0.48
O -0.618920 0.762504 1.740123 -0.273 0.549 0.298 -0.77
C -0.719874 0.325507 4.130097 -0.034 -0.116 -0.061 -0.67
C 0.326661 1.276935 4.745342 -0.023 0.045 0.130 -1.41
Ge -0.276176 1.761782 6.596758 -0.035 -0.041 -0.106 2.00
C 0.895205 3.156160 7.275461 -0.063 -0.096 -0.038 0.06
C 0.496524 3.921422 8.370702 -0.046 -0.016 0.020 -0.34
C 1.320168 4.914094 8.878416 0.040 0.024 -0.001 -0.72
C 2.555769 5.157021 8.294317 -0.004 -0.007 -0.009 -0.51
C 2.964573 4.404561 7.203140 0.008 0.022 0.013 -0.62
C 2.137262 3.411238 6.699480 0.009 -0.039 -0.032 -0.25
C -2.096944 2.433432 6.386189 0.180 0.021 0.021 0.15
C -3.201779 1.582949 6.369944 0.019 -0.091 -0.001 -0.04
C -4.479357 2.080930 6.156827 -0.029 0.013 -0.010 -0.75
C -4.668313 3.440845 5.955959 0.015 0.012 0.002 -0.47
C -3.577973 4.299843 5.968708 -0.047 0.002 -0.002 -0.73
C -2.302684 3.797966 6.181868 0.038 0.045 0.017 -0.55
C -0.268145 0.082519 7.592836 0.036 0.105 -0.057 0.25
C -1.109723 -0.103288 8.688184 -0.062 0.080 0.020 -0.36
C -1.087405 -1.285791 9.412692 0.017 -0.039 0.008 -0.73
C -0.220974 -2.306667 9.049737 0.010 0.014 -0.020 -0.52
C 0.627509 -2.136467 7.964790 -0.011 -0.029 0.034 -0.72
C 0.602194 -0.950134 7.246411 0.035 0.000 -0.026 -0.26
H -0.773790 -0.601246 4.704179 -0.014 0.006 -0.012 0.42
H -1.699614 0.806607 4.107642 0.010 -0.005 0.006 0.36
H 0.405054 2.189817 4.151487 -0.023 0.050 0.037 0.55
H 1.306954 0.794475 4.773926 0.010 0.009 0.018 0.57
H -0.468424 3.750243 8.835182 -0.008 -0.012 -0.003 0.39
H 0.998948 5.498900 9.729845 -0.004 0.005 0.007 0.40
H 3.198838 5.931762 8.689490 0.005 0.005 0.006 0.40
H 3.928080 4.589655 6.746653 0.010 0.009 0.004 0.41
H 2.476944 2.829572 5.848441 -0.004 -0.010 -0.004 0.19
H -3.072038 0.519137 6.538419 0.010 -0.019 0.035 0.44
H -5.328311 1.409974 6.159491 -0.010 -0.007 0.001 0.43
H -5.664642 3.832412 5.799895 -0.009 0.002 0.001 0.41
H -3.722500 5.362294 5.823894 -0.006 0.009 -0.003 0.42
H -1.461685 4.482760 6.207927 -0.003 -0.007 -0.009 0.37
H -1.791822 0.683068 8.991411 -0.018 0.015 -0.024 0.41
H -1.743243 -1.408417 10.264189 -0.009 -0.002 0.005 0.41
H -0.201211 -3.228217 9.615579 0.003 -0.010 0.005 0.40
H 1.316553 -2.923182 7.686361 0.002 -0.014 0.003 0.41
H 1.291601 -0.833023 6.415887 -0.004 0.012 -0.012 0.31
```
Positions in Å, forces in eV/Å.

Properties
Max |F| in eV Å⁻¹: 0.78
⟨S²⟩: 2.017
Charge: +2
Multiplicity: 3
LUMO energy (alpha / beta) in eV: -6.9 / -6.9
Energy relative to the best compared isomer or geometry (same formula, charge and spin) in kJ/mol: 20.19

=====

[2]
Here is C23H28O6S3Tc as an isolated structure at a distorted geometry from the OMol25 dataset. Energies are from ωB97M-V with the def2-TZVPD basis set.

XYZ file:
```
61
Properties=species:S:1:pos:R:3:forces:R:3:mulliken_charge:R:1
Tc -0.139869 -0.395639 -0.599064 -3.153 1.275 -0.557 0.69
O 1.952123 -3.671047 0.707949 -0.192 0.486 -0.507 -0.47
C 1.478303 -2.652642 0.011829 0.254 -0.441 0.170 0.45
O 0.434170 -2.068987 0.301196 0.800 -1.279 0.371 -0.54
C 2.312856 -2.224122 -1.172787 0.350 -0.242 0.105 -0.27
O 1.468544 -1.469736 -2.009674 -0.687 -0.200 0.808 -0.43
C 2.094944 -0.552224 -2.888312 0.028 1.331 -0.573 -0.36
C 1.426024 0.871553 -2.758825 1.611 -1.009 -0.893 0.56
O 1.856281 1.776396 -3.423182 -0.059 -0.016 -0.045 -0.64
O 0.443537 0.908187 -1.950791 -1.062 0.042 0.941 -0.67
H 1.365480 -3.925701 1.441146 -0.041 0.217 -0.049 0.41
H 3.150581 -1.617151 -0.790184 -0.176 -0.113 -0.026 0.22
H 2.722503 -3.098422 -1.695918 -0.107 0.109 0.157 0.52
H 3.159699 -0.436446 -2.669962 -0.109 -0.100 0.026 0.41
H 1.967288 -0.882462 -3.924612 0.059 -0.038 0.217 0.37
S -1.342545 1.198503 0.511626 0.459 -0.749 -0.514 -0.25
C -3.061928 0.843911 0.618511 -0.019 -0.199 0.012 0.56
C -3.893272 1.923563 0.927113 0.223 -0.172 -0.092 -0.76
C -5.222054 1.723757 1.228008 -0.092 -0.065 0.030 -0.70
C -5.741672 0.435295 1.256849 -0.012 0.059 0.002 -0.58
C -4.940039 -0.638779 0.922743 0.039 -0.001 -0.048 -0.81
C -3.607221 -0.439739 0.578543 0.018 -0.009 -0.144 0.73
S -2.673452 -1.883984 0.103365 0.272 0.264 0.550 -0.25
H -3.464849 2.913478 0.929974 -0.001 0.157 0.021 0.51
H -5.848018 2.573897 1.446832 -0.104 0.063 0.055 0.40
H -6.775662 0.270311 1.516182 -0.094 -0.014 0.021 0.40
H -5.335455 -1.642753 0.915396 -0.113 -0.081 -0.042 0.44
C 5.817250 -0.264967 2.668714 -0.103 -0.042 -0.115 -1.51
C 4.518381 -0.374035 1.875293 0.064 0.023 0.015 -0.02
C 3.466643 0.554516 2.466414 -0.514 -0.549 -0.283 -0.79
S 1.784023 0.029856 1.966511 0.640 0.633 1.914 0.54
O 1.718231 0.399584 0.512185 -0.153 0.079 -1.340 -0.38
C 0.830978 1.274091 2.939972 -0.011 -0.330 -0.333 -1.16
C 0.889055 2.693356 2.393634 0.227 0.207 0.029 -0.09
C 1.811355 3.610680 3.191847 -0.103 -0.026 -0.118 -1.42
H 6.617667 -0.813558 2.180693 0.091 -0.045 0.007 0.41
H 5.683293 -0.667125 3.671538 0.038 -0.010 0.067 0.37
H 6.123206 0.775086 2.760349 0.080 0.079 -0.006 0.35
H 4.159264 -1.408103 1.900661 0.022 -0.022 -0.020 0.18
H 4.694386 -0.105200 0.831458 -0.057 -0.043 -0.006 0.22
H 3.614725 1.574923 2.125892 -0.108 0.151 0.060 0.21
H 3.481096 0.503591 3.555580 -0.056 0.075 0.056 0.58
H 1.228596 1.201381 3.949973 0.084 -0.097 0.127 0.68
H -0.190591 0.898903 2.949556 0.079 -0.123 -0.001 0.48
H -0.117655 3.112810 2.421697 0.006 -0.111 -0.064 0.39
H 1.181218 2.664883 1.339546 -0.064 0.079 0.014 0.16
H 1.565872 3.562566 4.251227 0.023 0.037 0.106 0.36
H 1.680476 4.640011 2.867732 0.063 0.081 -0.015 0.40
H 2.860944 3.353782 3.072168 0.091 0.002 0.036 0.30
C -1.836794 -1.157465 -1.297314 1.837 0.594 0.699 0.45
C -2.500943 -1.217945 -2.544973 -0.338 0.026 -0.898 0.74
C -2.059428 -0.380066 -3.590418 0.047 -0.118 0.236 -0.48
C -2.672474 -0.415678 -4.820499 -0.038 0.076 -0.225 -0.84
C -3.723305 -1.293633 -5.053264 0.077 -0.022 0.118 -0.33
C -4.160016 -2.144220 -4.045084 -0.090 -0.020 -0.063 -0.80
C -3.573409 -2.097653 -2.800397 0.104 0.062 0.131 -0.30
H -1.256180 0.312061 -3.395302 0.094 0.077 0.005 0.57
H -2.335109 0.236667 -5.611530 0.021 0.086 -0.034 0.45
H -4.201652 -1.312453 -6.020685 -0.035 -0.029 -0.090 0.42
H -4.967253 -2.835080 -4.235422 -0.067 -0.042 0.002 0.43
H -3.918144 -2.750582 -2.011701 -0.043 -0.012 -0.008 0.47
```
Positions in Å, forces in eV/Å.

Properties
Max |F| in eV Å⁻¹: 3.45
Charge: +1
LUMO energy (alpha / beta) in eV: -4.1 / -4.1
Energy relative to the best compared isomer or geometry (same formula, charge and spin) in kJ/mol: 55.84

=====

no.,calculated total energy (hartree)
1,-4460.90127
2,-2619.78129